Entry 1:
Formula: H11NO4
Source: the OMol25 dataset
Level of theory: the ωB97M-V functional and the def2-TZVPD basis

```
16
Properties=species:S:1:pos:R:3:forces:R:3
N 1.326 0.274 1.217 0.3338 -2.6893 1.1665
H 2.205 0.026 1.709 -0.0811 0.7613 -0.4741
H 1.166 -0.301 0.324 -0.0287 0.8815 -0.4552
H 0.554 0.374 1.888 -0.6046 0.5073 -0.3411
H -2.256 -2.450 -1.851 0.0033 0.0668 0.3075
H -1.053 -1.744 -1.247 -0.1404 -0.1059 0.0107
O -1.935 -2.069 -1.020 0.2022 0.0835 -0.3739
H 1.917 -0.753 -1.857 -0.0401 0.0522 -0.2097
H 0.884 0.401 -1.674 0.2235 0.2336 -0.3050
O 1.074 -0.521 -1.453 -0.1415 -0.3097 0.8768
H 0.440 2.856 -0.869 0.5489 -0.3322 0.1907
H 1.077 1.776 0.052 -0.2006 0.5031 0.1557
O 1.206 2.254 -0.771 -0.4989 0.2620 -0.5541
H -2.368 -0.401 2.537 0.2145 0.0401 -0.3231
H -2.407 0.413 1.240 -0.1548 -0.0779 -0.1095
O -1.828 -0.135 1.776 0.3646 0.1236 0.4378
```
Positions in Å, forces in eV/Å.

Results
E in eV: -9849.1979
Net charge: +1
Energy above the lowest of the compared OMol25 structures with the same formula, charge and spin in kcal/mol: 12.94
Multiplicity: 2
HOMO-LUMO gap (alpha / beta) in eV: 10.38 / 4.47


Entry 2:
Formula: C23H61FIN15O26P3
Source: the OMol25 dataset
Level of theory: the ωB97M-V functional and the def2-TZVPD basis

```
130
Properties=species:S:1:pos:R:3:forces:R:3
C 1.777 -3.176 -4.793 -0.0841 0.3312 0.4861
C 0.283 -2.924 -4.262 0.5293 -0.3835 -0.7155
P 0.442 -2.444 -2.457 3.0117 0.2760 -0.2649
C 0.461 -3.895 -1.283 -0.1320 -1.2793 -0.4283
C 1.720 -4.797 -1.719 -1.2187 -0.2474 -0.3314
N -0.595 -1.106 -1.976 0.4321 0.4594 1.3859
C -0.034 0.013 -1.325 -1.0838 -2.1012 -0.3715
N 1.125 0.605 -1.512 -1.5907 0.4237 1.2439
F 1.955 0.178 -2.472 -0.1577 0.1052 -0.1269
C 1.618 1.750 -0.713 2.2973 1.1237 0.2667
C 1.868 3.077 -1.548 0.2007 -0.6119 -0.1745
C 3.162 3.029 -2.468 -0.9635 0.9013 0.0840
I 2.148 4.644 -0.028 -0.4747 -0.4525 -0.6546
N -0.967 0.541 -0.289 1.9315 0.3602 -2.6503
P -1.778 1.874 -1.097 -3.2564 2.4983 -0.0786
N -3.318 2.046 -0.789 2.0188 -1.2604 0.2242
O -1.038 3.329 -0.643 -0.0717 -3.1575 -1.0610
O -1.569 1.619 -2.755 0.7207 1.0142 2.7731
C -1.742 -0.667 0.011 -1.8932 -1.6936 -1.3227
P -0.840 -1.610 1.356 0.5373 0.7075 5.4271
O -1.206 -0.914 2.668 0.3274 -0.9350 -2.9874
O 0.834 -1.509 1.251 -2.5768 -0.5648 -1.0460
O -1.278 -3.210 1.513 0.8848 2.1977 -1.4265
C -1.965 -1.296 -1.409 -1.0758 0.5504 0.2054
C -2.726 -2.664 -1.467 0.1489 -0.3870 0.0520
C -2.898 -3.300 -2.907 -0.6227 0.2234 0.4796
O -4.059 -4.155 -2.866 1.0035 0.0934 0.1958
C -3.103 -2.253 -4.082 -0.0567 -0.6926 -0.9096
N -4.519 -1.836 -4.285 1.2207 -0.2069 0.4243
H 2.448 -2.417 -4.309 -0.4514 -0.8098 -0.4626
H 2.128 -4.210 -4.528 -0.3046 1.0769 -0.2645
H 1.862 -3.033 -5.898 -0.3363 -0.2372 0.8787
H -0.272 -3.874 -4.466 -0.0372 1.0484 0.1785
H -0.120 -2.043 -4.840 0.0718 -0.9943 0.7586
H 0.666 -3.567 -0.235 -0.5014 -0.0093 -0.9245
H -0.422 -4.595 -1.365 0.7170 0.9268 0.5092
H 2.592 -4.184 -2.048 -0.6074 -0.6169 0.4421
H 1.354 -5.459 -2.557 0.6933 0.7554 0.6754
H 1.950 -5.500 -0.875 0.0224 0.8741 -0.7182
H 1.002 1.959 0.190 0.2024 -0.7316 -0.9867
H 2.638 1.446 -0.331 -1.0968 0.1243 -0.2888
H 0.955 3.338 -2.132 0.7971 -0.0829 0.6043
H 2.818 3.249 -3.518 0.5548 -0.5328 0.9544
H 3.819 3.892 -2.181 -0.3630 -1.1357 -0.3785
H 3.702 2.061 -2.378 -0.4274 0.9003 -0.1644
H -3.582 1.332 -0.104 -0.5349 0.4298 -0.1854
H -0.677 3.219 0.258 -0.1416 0.3543 -0.2126
H -2.238 2.178 -3.194 0.0235 -0.2395 0.0244
H -2.779 -0.568 0.427 1.1644 0.6907 0.1073
H 1.072 -0.785 1.863 -0.1206 -0.3299 0.0016
H -2.230 -3.218 1.722 0.2427 -0.1445 0.0202
H -2.648 -0.615 -2.007 0.7346 -0.3685 0.9043
H -3.774 -2.456 -1.086 1.1053 0.1156 -0.3246
H -2.325 -3.461 -0.785 -0.1769 0.8444 -0.6313
H -2.039 -4.004 -3.062 -0.7519 0.7869 -0.2061
H -4.800 -3.671 -2.478 0.1303 -0.0708 -0.2224
H -2.437 -1.354 -4.034 -0.4571 -0.7352 0.2144
H -2.826 -2.795 -5.034 -0.0971 0.6124 0.9966
H -4.995 -1.722 -3.388 -0.0919 0.0268 -0.5194
H -4.967 -2.565 -4.838 -0.2092 0.3049 0.4453
C 6.816 0.104 -3.911 0.1382 -0.2614 -0.1327
N 6.756 1.554 -3.597 0.2483 0.0473 -0.1422
O 7.603 2.266 -4.082 -0.1383 0.0438 0.0994
O 5.852 1.925 -2.869 0.1295 -0.0745 -0.0249
H 7.665 -0.077 -4.563 -0.0584 0.1089 0.0610
H 6.931 -0.430 -2.970 -0.1206 0.0433 -0.0396
H 5.885 -0.163 -4.405 0.0066 0.0102 0.1311
C -0.783 5.543 -2.897 -0.2454 -0.0949 0.0902
N 0.159 6.659 -3.165 0.0117 0.1934 -0.0715
O -0.287 7.784 -3.132 0.0925 -0.0425 0.0283
O 1.315 6.361 -3.398 -0.1040 -0.1192 0.0508
H -1.771 5.955 -2.708 0.0948 0.0456 -0.0429
H -0.793 4.906 -3.781 0.0987 0.0096 0.0462
H -0.416 5.004 -2.025 0.0220 0.1250 -0.1723
C -2.616 -5.774 3.742 0.1946 0.2350 0.0987
N -3.357 -6.434 2.635 0.0578 0.0137 0.0602
O -3.108 -6.075 1.498 -0.1087 0.0593 -0.0036
O -4.159 -7.287 2.943 0.2382 0.1922 0.0945
H -1.938 -5.039 3.317 -0.0271 -0.1320 -0.0200
H -3.349 -5.296 4.389 0.0099 -0.1782 0.0344
H -2.064 -6.545 4.276 -0.1476 0.0183 0.0332
C -6.058 3.002 -2.575 0.0245 -0.2463 -0.2796
N -6.794 2.313 -3.666 0.2064 0.0613 -0.0797
O -6.547 2.645 -4.808 -0.0903 -0.1268 -0.0099
O -7.595 1.462 -3.336 0.0207 -0.0258 -0.0653
H -5.383 3.730 -3.014 -0.1557 -0.0273 -0.0410
H -6.789 3.489 -1.945 -0.0292 -0.2054 -0.1036
H -5.505 2.244 -2.026 -0.1387 0.0515 0.0617
C 3.213 3.714 4.342 0.1299 0.3778 0.0980
N 3.112 2.484 3.516 0.0663 0.3684 0.1104
O 3.201 2.607 2.309 -0.0684 -0.3991 0.1642
O 2.945 1.435 4.105 -0.0849 -0.2004 -0.1653
H 3.360 4.566 3.684 0.0047 -0.1569 -0.0461
H 2.283 3.811 4.900 0.1820 -0.1160 -0.0144
H 4.064 3.590 5.010 -0.0879 -0.1123 0.0179
C -0.506 0.944 4.910 -0.1120 -0.1734 0.0329
N -0.383 2.309 5.483 -0.2196 -0.3274 0.3559
O -0.929 2.525 6.541 0.1705 0.1706 -0.1917
O 0.262 3.117 4.840 -0.0870 0.1176 -0.0814
H -1.102 0.334 5.583 0.0246 0.1374 -0.0181
H -0.991 1.036 3.943 0.1402 -0.0401 0.0347
H 0.499 0.539 4.811 -0.0205 0.1201 -0.1180
C 5.334 -0.282 6.352 -0.3434 -0.1076 0.1110
N 6.264 0.851 6.113 -0.1047 -0.0941 0.0028
O 5.805 1.975 6.167 0.0985 0.1354 -0.0629
O 7.420 0.574 5.879 -0.0780 0.0435 -0.0374
H 4.342 0.116 6.547 0.1253 0.0632 -0.0468
H 5.335 -0.900 5.457 0.1204 -0.0111 0.0938
H 5.706 -0.834 7.213 0.0763 -0.0250 -0.1363
C -4.516 6.352 0.209 0.2480 0.2317 0.0928
N -5.255 5.671 -0.884 0.0828 0.1005 0.1371
O -5.007 6.008 -2.024 -0.0443 -0.1276 -0.0222
O -6.058 4.820 -0.558 0.1662 0.4839 0.3068
H -3.839 7.080 -0.228 -0.1053 -0.0702 -0.0486
H -5.250 6.840 0.846 0.0260 -0.1433 0.0192
H -3.965 5.589 0.755 -0.1627 -0.0007 0.0313
C -6.057 -8.217 0.760 -0.0555 0.1850 -0.1310
N -6.197 -9.477 -0.015 -0.0890 0.0770 -0.1139
O -6.149 -9.399 -1.226 0.0177 -0.0974 0.0073
O -6.348 -10.497 0.622 0.0232 0.0144 -0.0425
H -5.929 -7.393 0.064 -0.0082 -0.1366 -0.0217
H -6.965 -8.091 1.346 0.1050 -0.1050 0.0646
H -5.188 -8.320 1.398 -0.1803 -0.0800 0.0032
C 9.219 3.005 6.452 -0.1521 -0.2008 0.0800
N 10.411 3.697 7.008 0.0073 -0.0290 0.0498
O 10.947 3.197 7.975 0.0451 0.0785 -0.0216
O 10.762 4.716 6.452 0.0195 -0.0150 0.0289
H 9.023 2.117 7.043 0.1153 0.1085 -0.0232
H 8.383 3.698 6.506 0.0811 -0.0041 -0.1234
H 9.445 2.740 5.422 -0.0619 0.1099 0.0394
```
Positions in Å, forces in eV/Å.

Results
E in eV: -139074.9785
Net charge: +1
Energy above the lowest of the compared OMol25 structures with the same formula, charge and spin in kcal/mol: 75.54
HOMO-LUMO gap in eV: 7.75


Entry 3:
Formula: C6H10
Source: the OMol25 dataset
Level of theory: the ωB97M-V functional and the def2-TZVPD basis

```
16
Properties=species:S:1:pos:R:3:forces:R:3
C -1.509 0.090 0.057 -1.4783 2.3257 -4.8713
C -0.447 1.256 0.013 0.4226 0.5408 0.1799
C 0.884 0.639 -0.433 -1.4389 -2.0458 -1.5907
C 2.169 -0.125 0.016 -1.1709 -0.7565 3.3599
C 0.536 -0.606 0.257 5.1134 -1.4080 2.6063
C -0.716 -1.216 -0.209 -2.0526 -1.1288 -0.7235
H -2.026 0.079 0.935 -0.7148 -0.3091 2.9124
H -2.492 0.358 -0.629 2.6509 -0.7936 0.8320
H -0.272 1.702 0.947 -0.1684 0.4991 1.6281
H -0.756 2.024 -0.602 -0.7917 1.7892 -1.5268
H 0.678 0.285 -1.462 0.7799 0.7969 -0.1382
H 2.717 0.009 1.095 -1.7545 0.1261 -2.6956
H 2.936 -0.557 -0.662 -1.2384 0.5520 -0.1298
H 0.377 -0.339 1.352 0.4577 -0.6420 -1.1620
H -0.834 -1.785 -1.206 0.5213 1.4763 1.2934
H -1.247 -1.814 0.529 0.8626 -1.0223 0.0259
```
Positions in Å, forces in eV/Å.

Results
E in eV: -6378.7074
Net charge: 0
Energy above the lowest of the compared OMol25 structures with the same formula, charge and spin in kcal/mol: 118.81
HOMO-LUMO gap in eV: 9.77


Entry 4:
Formula: C3H12NO3
Source: the OMol25 dataset
Level of theory: the ωB97M-V functional and the def2-TZVPD basis

```
19
Properties=species:S:1:pos:R:3:forces:R:3
O 1.495 -1.892 1.081 -3.6541 0.5006 0.5468
C 0.284 -1.698 1.346 3.2041 -0.0867 -0.2370
C -0.393 -0.411 0.872 -0.2828 0.9875 -0.8043
C -1.597 -0.661 -0.033 -1.1561 -0.3860 -1.1532
N 0.631 0.327 0.055 0.7289 -0.7718 0.5528
H -0.290 -2.409 1.957 0.0379 0.0483 -0.1975
H -0.679 0.279 1.718 0.2820 -1.1266 -0.5243
H -1.366 -0.892 -1.132 0.1940 0.1320 1.7403
H -2.157 -1.526 0.352 -0.1248 0.4067 -0.1290
H -2.277 0.221 -0.106 0.5259 -0.6614 0.4074
H 0.669 1.385 0.386 0.6611 -1.8739 -1.4609
H 1.459 -0.329 0.205 0.1331 1.4418 0.6054
H 0.511 0.070 -0.960 -0.5469 1.1882 0.3081
H 0.797 -0.099 -3.352 0.0006 0.1931 -0.3050
H 1.045 -1.458 -2.620 -2.0079 2.1931 -0.3592
O 0.381 -0.657 -2.690 2.1864 -2.4164 0.6937
H 0.055 3.013 1.532 -0.4190 -0.3149 0.4922
H 0.841 3.806 0.645 1.3151 2.6838 -1.0168
O 0.591 2.930 0.744 -1.0774 -2.1375 0.8405
```
Positions in Å, forces in eV/Å.

Results
E in eV: -10931.2410
Net charge: +1
Energy above the lowest of the compared OMol25 structures with the same formula, charge and spin in kcal/mol: 20.88
HOMO-LUMO gap in eV: 11.35